(1)
{"formula": "ClH2O2PS2", "method": "ωB97M-V/def2-TZVPD", "smiles": "OP(O)(=S)SCl", "total_energy_ha": -1749.6177, "gap_ev": 5.384, "elements": ["O", "P", "O", "S", "S", "Cl", "H", "H"], "positions_angstrom": [[-1.022, -0.449, 0.515], [0.306, 0.362, 0.125], [-0.270, 1.779, 0.430], [1.919, -0.193, 1.165], [0.452, 0.313, -1.916], [0.642, -2.165, -1.330], [-0.897, -1.303, 0.208], [-1.131, 1.655, 0.802]], "lowdin_charge": [-0.254, -0.274, -0.214, 0.186, 0.460, 0.089, -0.063, 0.071]}



(2)
{"formula": "C4H8N2O", "method": "ωB97M-V/def2-TZVPD", "total_energy_ha": -341.8477, "gap_ev": 10.090, "elements": ["C", "C", "C", "N", "C", "O", "N", "H", "H", "H", "H", "H", "H", "H", "H"], "positions_angstrom": [[1.224, -0.383, -0.269], [-0.483, -0.026, -0.298], [-1.281, -0.791, -1.304], [-1.467, -0.928, 0.141], [0.065, 1.197, 0.253], [0.508, 2.136, -0.374], [0.156, 0.997, 1.691], [1.240, -1.357, 0.193], [1.485, -0.324, -1.320], [2.022, 0.213, 0.239], [-2.179, -0.486, -1.853], [-0.646, -1.481, -1.867], [-1.246, -1.743, 0.704], [1.080, 1.273, 2.013], [-0.477, 1.703, 2.049]], "lowdin_charge": [0.021, -0.338, -0.067, 0.059, -0.576, 0.054, 0.100, 0.074, 0.082, 0.097, 0.106, 0.104, 0.111, 0.085, 0.089]}



(3)
{"formula": "C19H22IrN8O6S2", "method": "ωB97M-V/def2-TZVPD", "total_energy_ha": -2527.3243, "charge": 1, "gap_ev": 7.859, "elements": ["Ir", "O", "C", "O", "C", "C", "N", "N", "C", "C", "O", "O", "H", "H", "H", "N", "C", "N", "C", "C", "S", "C", "C", "S", "C", "N", "N", "H", "H", "H", "H", "H", "H", "C", "C", "O", "O", "H", "H", "H", "N", "C", "N", "C", "C", "C", "C", "C", "H", "H", "H", "H", "H", "H", "H", "H", "H", "H"], "positions_angstrom": [[-0.211, 0.259, -1.404], [-4.353, -3.682, 0.291], [-3.220, -4.292, 0.044], [-3.098, -5.491, 0.027], [-2.010, -3.445, -0.212], [-0.745, -3.975, -0.380], [0.100, -2.950, -0.553], [-0.541, -1.782, -0.500], [-1.821, -2.051, -0.309], [-2.765, -0.886, -0.237], [-3.913, -1.065, 0.147], [-2.267, 0.239, -0.584], [-4.292, -2.689, 0.279], [-0.444, -5.008, -0.394], [1.097, -2.971, -0.685], [-2.210, 3.067, -1.144], [-0.974, 3.334, -1.567], [-0.015, 2.448, -1.656], [1.180, 2.968, -2.089], [1.151, 4.299, -2.326], [-0.423, 4.935, -2.013], [2.238, 2.010, -2.295], [3.532, 2.190, -2.646], [4.326, 0.671, -2.844], [2.836, -0.143, -2.440], [1.874, 0.689, -2.163], [2.686, -1.485, -2.411], [-2.479, 2.096, -1.011], [-2.928, 3.767, -1.186], [1.944, 4.938, -2.672], [4.066, 3.108, -2.817], [3.429, -2.055, -2.775], [1.733, -1.788, -2.598], [-1.446, -1.115, -5.207], [-0.898, -0.612, -3.902], [-0.064, -1.296, -3.255], [-1.269, 0.503, -3.437], [-1.481, -2.200, -5.205], [-0.800, -0.780, -6.020], [-2.438, -0.701, -5.370], [0.576, 0.756, 0.584], [0.748, 0.850, 1.723], [0.990, 0.958, 2.990], [0.239, 1.864, 3.865], [-0.358, 1.076, 5.027], [0.731, 0.280, 5.749], [1.451, -0.648, 4.769], [2.050, 0.169, 3.629], [-0.535, 2.360, 3.280], [0.932, 2.620, 4.248], [-1.127, 0.396, 4.652], [-0.839, 1.773, 5.713], [0.290, -0.303, 6.558], [1.453, 0.969, 6.196], [0.747, -1.381, 4.366], [2.249, -1.194, 5.272], [2.519, -0.466, 2.878], [2.800, 0.861, 4.024]], "lowdin_charge": [1.462, 0.151, -0.502, 0.119, -0.021, 0.037, 0.051, -0.041, -0.123, -0.531, 0.095, -0.127, 0.076, 0.151, 0.154, 0.152, -0.639, -0.050, -0.328, -0.319, 1.106, -0.321, -0.317, 1.108, -0.653, -0.029, 0.118, 0.073, 0.117, 0.085, 0.086, 0.108, 0.058, 0.018, -0.693, -0.137, -0.072, 0.087, 0.093, 0.088, 0.114, -0.189, -0.080, -0.121, -0.170, -0.192, -0.172, -0.124, 0.132, 0.133, 0.122, 0.120, 0.117, 0.119, 0.121, 0.119, 0.129, 0.134]}



(4)
{"formula": "C7H8N2O2S2", "method": "ωB97M-V/def2-TZVPD", "total_energy_ha": -1327.8277, "gap_ev": [7.749, 7.748], "elements": ["C", "C", "C", "C", "C", "C", "C", "N", "N", "O", "O", "S", "S", "H", "H", "H", "H", "H", "H", "H", "H"], "positions_angstrom": [[2.909, 0.776, -0.089], [2.878, -0.451, -0.722], [1.853, 1.192, 0.703], [1.788, -1.290, -0.533], [0.725, 0.389, 0.877], [0.745, -0.872, 0.260], [-1.694, -0.715, 1.147], [-0.300, 0.748, 1.707], [-3.646, -0.650, -0.665], [-2.843, 1.505, 0.336], [-1.372, 0.320, -1.258], [-0.601, -1.958, 0.714], [-2.331, 0.278, -0.198], [3.759, 1.429, -0.221], [3.690, -0.766, -1.359], [1.877, 2.153, 1.193], [1.743, -2.256, -1.010], [-2.371, -0.857, 1.970], [-0.823, 1.577, 1.457], [-3.504, -1.146, -1.530], [-4.502, -0.121, -0.671]], "lowdin_charge": [-0.088, -0.095, -0.024, -0.098, -0.391, -0.465, -0.503, 0.124, -0.062, -0.304, -0.284, 0.980, 0.519, 0.103, 0.100, 0.112, 0.107, 0.069, 0.063, 0.070, 0.066]}



(5)
{"formula": "C6H6P4", "method": "ωB97M-V/def2-TZVPD", "smiles": "c1ccc(P2=P3=[PH]=P=23)cc1", "total_energy_ha": -1597.6118, "gap_ev": 8.952, "elements": ["C", "C", "C", "C", "P", "P", "P", "P", "C", "C", "H", "H", "H", "H", "H", "H"], "positions_angstrom": [[1.470, -0.659, -0.961], [0.822, -1.317, 0.144], [-0.296, -0.900, 0.787], [-0.728, 0.389, 0.443], [-2.109, 1.151, 1.283], [-3.307, -0.794, 1.566], [-4.992, 0.618, 1.869], [-3.829, 0.463, -0.018], [-0.184, 1.021, -0.671], [0.962, 0.551, -1.335], [2.535, -0.841, -1.222], [1.089, -2.352, 0.614], [-0.722, -1.537, 1.594], [-4.030, 1.428, 2.424], [-0.468, 2.022, -0.961], [1.340, 1.132, -2.168]], "lowdin_charge": [-0.079, -0.102, -0.204, -0.619, 0.529, 0.138, 0.245, 0.110, -0.133, -0.104, 0.114, 0.133, 0.071, -0.299, 0.093, 0.105]}



(6)
{"formula": "C4H7N4O2", "method": "ωB97M-V/def2-TZVPD", "total_energy_ha": -525.7523, "charge": 1, "gap_ev": [6.976, 6.982], "elements": ["C", "C", "C", "C", "N", "N", "N", "N", "O", "O", "H", "H", "H", "H", "H", "H", "H"], "positions_angstrom": [[1.877, 0.965, 0.013], [-3.561, 0.904, -0.011], [1.964, 1.372, -1.273], [-0.064, -2.066, 0.026], [1.169, -0.112, 0.503], [0.390, -0.944, 0.145], [2.447, 1.653, 1.057], [-1.458, -2.457, 0.086], [-4.137, 1.879, 0.035], [-2.976, -0.090, -0.053], [1.463, 0.850, -2.066], [2.549, 2.232, -1.530], [3.162, 2.323, 0.828], [2.579, 1.156, 1.922], [-1.517, -3.466, -0.108], [-2.031, -1.929, -0.594], [-1.855, -2.270, 1.020]], "lowdin_charge": [-0.433, -0.397, 0.099, -0.026, 0.156, 0.031, 0.107, 0.184, 0.289, 0.172, 0.055, 0.065, 0.106, 0.099, 0.172, 0.144, 0.175]}